Record 1
135
Properties=species:S:1:pos:R:3:forces:R:3 method="wB97M-V/def2-TZVPD" gap_ha=0.3976 e_lumo_ev=0.56 smiles="CCOC(=O)OC.CCOC(=O)OC.CCOC(=O)OC.CCOC(=O)OC.CCOC(=O)OC.CCOC(=O)OC.CCOC(=O)OC.CCOC(=O)OC.CCOC(=O)OC" total_energy_ev=-93779.60267 spin_multiplicity=1 relative_energy_kcal_mol=111.4 mol_weight_g_mol=936.945 e_homo_ev=-10.262
C -5.02028 -2.41976 -1.09687 0.85 -0.52 0.56
C -3.62916 -2.99813 -0.75919 -0.20 1.13 -0.46
O -3.52662 -3.40731 0.61056 -1.68 -2.28 -2.17
C -2.93719 -2.72106 1.51963 1.47 1.41 -0.79
O -2.60099 -1.57737 1.41440 0.07 1.51 0.17
O -2.63619 -3.51524 2.49265 -0.27 -1.16 1.19
C -1.98278 -2.97075 3.62382 -0.20 -0.28 0.63
H -5.00381 -2.16832 -2.15735 -0.25 0.13 0.05
H -5.18774 -1.54332 -0.47084 0.02 0.17 -0.22
H -5.82645 -3.12005 -0.87826 0.09 -0.14 -0.17
H -2.87648 -2.25154 -1.01252 0.06 0.31 0.51
H -3.33215 -3.81614 -1.41551 -0.44 -0.52 0.45
H -0.90604 -2.99943 3.45677 -0.06 0.08 0.20
H -2.30412 -3.66001 4.40469 0.56 0.18 0.24
H -2.32398 -1.96528 3.87023 0.07 0.00 -0.27
C 0.04893 5.84482 6.50339 0.71 -0.19 -0.89
C -1.29786 5.36017 5.92264 0.20 1.46 2.67
O -1.20540 4.86908 4.62116 -0.33 0.61 -2.93
C -1.42826 5.74263 3.53893 0.80 0.56 0.56
O -1.76289 6.91573 3.63891 0.61 -2.57 -0.34
O -1.09991 5.07069 2.36214 0.01 0.69 1.43
C -0.79998 5.93376 1.24128 -1.04 1.42 0.11
H 0.78631 5.05679 6.35053 0.16 0.03 -0.30
H 0.15346 6.05977 7.56686 -0.98 -0.12 0.14
H 0.39143 6.75635 6.01357 0.05 -0.08 -0.27
H -2.00691 6.17721 6.05611 -0.21 -0.01 -0.61
H -1.63271 4.59189 6.61957 -0.21 -0.53 -0.66
H -1.67996 6.53470 1.01189 -0.25 -0.08 0.03
H -0.54021 5.44655 0.30147 0.02 -0.90 0.70
H -0.05182 6.69164 1.47363 0.32 -0.36 0.33
C 0.45624 -6.05038 2.08046 -1.19 0.37 0.65
C 0.61883 -6.68458 3.51220 1.12 0.34 -1.43
O -0.08277 -5.93161 4.49615 -0.59 0.22 1.19
C -0.07343 -6.25035 5.81752 -0.23 -1.86 0.86
O 0.49320 -7.22091 6.38984 -2.17 4.00 -2.08
O -0.97235 -5.31428 6.37967 2.46 -0.36 -4.48
C -1.47582 -5.54280 7.59559 0.48 -1.65 3.51
H -0.56426 -6.09248 1.69980 -0.40 -0.28 0.45
H 1.00976 -6.50135 1.25685 0.63 -0.25 0.62
H 0.63937 -4.97588 2.07524 0.50 -0.04 0.28
H 1.67306 -6.58720 3.77146 0.11 -0.54 0.00
H 0.29618 -7.72503 3.47380 0.03 0.04 0.38
H -0.64848 -5.52252 8.30496 0.00 0.03 0.52
H -1.83473 -6.57099 7.64144 -0.64 0.07 0.27
H -2.19036 -4.79989 7.95004 -0.13 -0.04 -0.72
C -4.95173 2.16138 0.39552 -0.97 -1.08 -0.32
C -4.60044 3.57791 0.73147 0.07 -0.02 0.85
O -4.85544 4.55265 -0.30338 0.13 -0.47 0.22
C -4.13741 4.51739 -1.41041 1.50 -0.16 -2.26
O -3.12763 3.85255 -1.69017 -2.28 1.36 1.06
O -4.72184 5.40620 -2.28069 -0.63 -1.02 2.54
C -4.17440 5.61239 -3.54889 0.66 0.26 0.20
H -6.02524 1.99836 0.49086 -0.27 0.31 -0.22
H -4.58245 1.45723 1.14112 0.59 0.17 -0.03
H -4.70561 1.78927 -0.59900 0.50 0.26 0.05
H -3.60518 3.66361 1.16760 0.30 0.20 -0.60
H -5.27260 3.84423 1.54718 0.00 0.48 -0.18
H -4.67337 6.51475 -3.90229 0.02 -0.26 -0.31
H -4.36620 4.73499 -4.16652 0.32 0.22 -0.26
H -3.12157 5.83790 -3.37922 0.20 -0.27 -0.74
C -3.59429 1.46492 -3.81009 1.24 0.61 0.85
C -3.48193 0.20883 -4.59935 -1.17 -0.39 -0.18
O -2.11276 -0.13175 -4.78560 -0.08 -0.25 -1.19
C -1.79107 -1.04683 -5.74594 -2.66 -2.37 0.83
O -2.54417 -1.88086 -6.29121 1.67 2.79 1.18
O -0.48954 -1.04568 -5.79908 1.56 -0.10 -1.40
C 0.10864 -2.12589 -6.54999 -0.39 -1.13 0.31
H -4.60379 1.65435 -3.44524 -0.07 0.15 -0.49
H -3.12501 2.29957 -4.33089 -0.52 0.27 -0.19
H -2.98711 1.40592 -2.90679 0.00 -0.24 0.19
H -3.99637 0.34609 -5.55046 0.19 -0.28 -0.21
H -4.01669 -0.56324 -4.04616 0.24 -0.46 -0.18
H -0.33805 -2.36649 -7.51471 -0.24 0.83 -0.06
H -0.08824 -3.03426 -5.98061 0.31 -0.04 0.21
H 1.18320 -1.99007 -6.67243 -0.25 0.48 0.32
C -0.77085 1.82337 -0.39405 -0.01 0.08 -0.63
C -0.69113 0.67168 -1.40251 -1.14 -0.27 -0.93
O 0.32095 -0.28212 -1.06949 0.98 -1.59 -0.20
C 0.30618 -1.53106 -1.63891 -1.54 -0.29 0.81
O -0.40827 -1.86930 -2.58243 1.89 0.42 1.85
O 1.07834 -2.35748 -0.80655 -1.15 1.73 -1.48
C 1.07033 -3.77339 -1.00022 -0.01 -0.23 0.01
H 0.03333 1.76418 0.33936 -0.13 0.03 0.01
H -1.75079 1.92137 0.07308 0.11 -0.57 0.31
H -0.72070 2.75631 -0.95548 0.48 0.10 0.05
H -0.58017 1.03197 -2.42524 0.73 0.17 0.00
H -1.63476 0.13861 -1.51870 -0.18 -0.22 0.58
H 1.93774 -4.07832 -1.58564 -0.10 0.03 -0.10
H 0.15079 -4.16297 -1.43698 -0.03 0.36 -0.23
H 1.17010 -4.21865 -0.01032 0.12 0.21 -0.07
C 6.65512 -0.08965 2.45617 0.11 0.44 -0.88
C 6.23480 1.36290 1.99954 -0.12 -1.51 1.97
O 5.83307 1.37837 0.64691 0.14 0.00 -0.06
C 4.52067 1.40613 0.35761 -0.65 0.06 0.69
O 3.58386 1.06531 1.06431 1.57 0.56 -1.02
O 4.46240 1.93791 -0.86370 0.88 -0.20 0.40
C 3.17816 2.20995 -1.34405 -0.87 0.07 -0.60
H 7.40600 -0.47258 1.76506 0.06 0.09 -0.22
H 5.83372 -0.80504 2.41606 -0.29 0.31 -0.05
H 7.11848 -0.21335 3.43499 -0.19 0.67 0.17
H 7.03040 2.08937 2.16500 0.25 -0.21 -0.54
H 5.42555 1.71522 2.63913 -0.26 -0.14 -0.12
H 2.69579 1.25828 -1.56706 -0.52 0.23 0.20
H 3.26987 2.77689 -2.27048 0.19 -0.10 0.10
H 2.65477 2.83039 -0.61658 -0.37 -0.31 -0.07
C 1.65745 6.41325 -1.47994 -0.33 -1.56 -1.12
C 0.79910 5.79207 -2.64413 -1.32 0.58 0.99
O 0.98481 4.34402 -2.90238 1.08 2.52 0.92
C 0.52993 3.85833 -4.03160 -1.65 -0.54 -2.01
O -0.18175 4.42562 -4.87662 1.88 -1.47 1.93
O 0.96323 2.56568 -4.02373 -0.66 0.57 0.27
C 0.54260 1.64804 -5.04205 0.65 1.08 -1.28
H 1.44671 7.47911 -1.39257 -0.11 -0.08 -0.20
H 2.71852 6.27088 -1.68479 0.02 0.09 0.09
H 1.40654 5.92936 -0.53602 0.17 0.02 -0.05
H 0.77021 6.46703 -3.49952 0.93 -0.75 -0.65
H -0.25271 5.87226 -2.36961 -0.16 -0.17 0.44
H -0.53432 1.54930 -5.17842 0.17 -0.09 0.66
H 1.08069 0.71103 -4.89860 -0.44 0.15 0.45
H 0.92211 2.07881 -5.96861 -0.06 -0.17 -0.35
C 5.55406 -3.66542 -1.76769 0.40 -0.16 0.20
C 5.27702 -3.46754 -0.28254 0.41 1.06 -0.95
O 5.60725 -4.64191 0.44966 -0.58 0.75 0.03
C 4.67431 -5.57745 0.60209 -2.02 0.94 -1.09
O 3.45705 -5.48785 0.33131 3.31 -0.56 0.86
O 5.36796 -6.59880 1.06148 -0.13 -0.42 0.25
C 4.69125 -7.79979 1.27547 -0.78 -1.37 0.46
H 5.81687 -2.71084 -2.22355 -0.89 0.20 -0.21
H 4.72850 -4.21675 -2.21779 0.13 0.30 -0.42
H 6.48937 -4.19430 -1.95093 -0.07 -0.51 0.39
H 4.26565 -3.08699 -0.13969 -0.17 -0.55 0.29
H 5.92778 -2.65782 0.04756 0.19 -0.34 0.49
H 5.30816 -8.43706 1.90905 0.13 0.26 -0.03
H 4.50783 -8.35096 0.35316 0.03 0.22 -0.20
H 3.73418 -7.65938 1.77786 -0.01 0.19 -0.04


Record 2
12
Properties=species:S:1:pos:R:3:forces:R:3 method="wB97M-V/def2-TZVPD" gap_ha=0.3474 e_lumo_ev=0.83 total_energy_ev=-9707.39346 spin_multiplicity=1 relative_energy_kcal_mol=73.6 mol_weight_g_mol=99.093 e_homo_ev=-8.626
N -0.54668 0.45861 -1.72786 0.06 0.30 0.20
C -0.03262 0.32160 -0.41180 -0.03 0.21 -0.02
C -0.82456 0.06525 0.77808 -0.26 -0.34 0.02
N -0.01547 -0.77754 1.57415 0.41 0.34 0.38
C 1.29904 -0.72919 1.17505 -0.19 -0.94 -0.52
O -0.23790 1.34197 0.62164 -0.78 0.53 -1.42
N 1.21967 -0.28879 -0.11610 0.19 0.02 0.25
H 0.00806 1.01611 -2.35915 0.22 0.26 0.20
H -0.73599 -0.41794 -2.20210 -0.01 -0.04 0.50
H -1.90952 0.02504 0.80513 0.17 -0.12 0.11
H -0.25665 -0.94197 2.53662 0.23 -0.07 -0.01
H 2.03261 -0.07313 -0.67365 -0.01 -0.16 0.29